## 1
Formula: C5H12IN2
Source: the OMol25 dataset
Level of theory: wB97M-V/def2-TZVPD

XYZ file:
```
20
Properties=species:S:1:pos:R:3:nbo_charge:R:1
C -0.90 -0.07 0.34 0.484
C -0.32 1.86 -2.29 -0.638
C 1.85 -2.48 0.84 -0.749
C -0.51 2.23 -0.78 -0.248
C 1.16 -2.05 2.01 -0.171
N -0.27 1.06 0.18 -0.586
N -2.15 -0.34 0.29 -0.795
I 1.81 -0.85 3.58 0.325
H -1.23 2.01 -2.83 0.230
H 0.34 2.49 -2.86 0.240
H -0.06 0.78 -2.35 0.221
H 1.05 -2.44 -0.08 0.274
H 2.22 -3.46 1.05 0.273
H 2.75 -1.89 0.71 0.240
H 0.27 3.01 -0.60 0.234
H -1.40 2.78 -0.45 0.224
H 0.28 -2.60 2.25 0.188
H 0.68 0.96 0.42 0.413
H -2.63 -1.28 0.36 0.436
H -2.95 0.29 0.21 0.406
```

The frontier orbital gap (spin up / spin down) is 5.01 / 8.82 eV. Its total charge is +1.

=====

## 2
Formula: C5H12IN2
Source: the OMol25 dataset
Level of theory: wB97M-V/def2-TZVPD

XYZ file:
```
20
Properties=species:S:1:pos:R:3:nbo_charge:R:1
C -0.66 1.02 -0.63 0.035
C 1.36 0.15 -2.37 -0.012
C -1.10 -1.45 1.86 -0.627
C 1.90 0.43 -0.15 -0.476
C -1.78 -0.43 0.91 -0.235
N 1.01 0.34 -1.17 -0.371
N -1.01 0.73 0.59 -0.552
I 3.18 -0.24 -3.12 0.313
H -0.21 2.08 -0.86 0.236
H -1.39 0.68 -1.43 0.233
H 0.60 0.15 -3.16 0.228
H -1.90 -1.69 2.57 0.238
H -0.85 -2.43 1.27 0.234
H -0.28 -0.92 2.36 0.213
H 2.95 0.83 -0.28 0.252
H 1.53 1.21 0.48 0.207
H 1.94 -0.56 0.44 0.248
H -2.76 -0.21 1.27 0.216
H -1.98 -0.94 0.01 0.205
H -0.56 1.25 1.38 0.416
```

The frontier orbital gap is 10.08 eV. Its total charge is +1.

=====

Which of them is the most stable? Correct choice: 2.

=====

## 1
Formula: CH5NO2
Source: the OMol25 dataset
Level of theory: wB97M-V/def2-TZVPD

XYZ file:
```
9
Properties=species:S:1:pos:R:3:nbo_charge:R:1
O 0.69 -1.08 0.88 -0.671
C -0.23 -0.22 0.94 0.662
O -1.48 -0.55 0.52 -0.684
H -0.27 0.60 1.67 0.149
H -1.37 -1.37 0.01 0.493
N 0.65 0.61 -1.12 -1.153
H 1.10 -0.30 -0.74 0.439
H 1.21 1.41 -0.83 0.369
H -0.30 0.90 -1.32 0.397
```

The structure (SMILES) is O=CO.N. The frontier orbital gap is 10.26 eV. Its total charge is 0.

=====

## 2
Formula: CH5NO2
Source: the OMol25 dataset
Level of theory: wB97M-V/def2-TZVPD

XYZ file:
```
9
Properties=species:S:1:pos:R:3:nbo_charge:R:1
N 1.22 0.53 0.02 -0.422
O 1.11 -0.82 -0.02 -0.681
H 1.31 0.92 1.02 0.372
H 1.95 1.08 -0.68 0.353
H 0.16 0.87 -0.40 0.419
C -1.47 -0.64 -0.03 0.307
O -1.33 0.60 0.03 -0.613
H -1.53 -1.21 0.92 0.121
H -1.43 -1.33 -0.84 0.144
```

The structure (SMILES) is [NH3+][O-].C=O. The frontier orbital gap is 9.34 eV. Its total charge is 0.

=====

## 3
Formula: CH5NO2
Source: the OMol25 dataset
Level of theory: wB97M-V/def2-TZVPD

XYZ file:
```
9
Properties=species:S:1:pos:R:3:nbo_charge:R:1
C -0.23 -0.49 0.63 0.623
N -1.53 -1.13 0.93 -0.905
O -0.47 0.35 -0.26 -0.577
H 1.69 -0.85 0.63 0.105
H -2.13 -0.34 0.93 0.386
H -1.86 -1.79 0.16 0.406
H 2.22 1.43 -0.75 0.443
H 0.81 1.14 -0.89 0.474
O 1.50 1.69 -1.38 -0.955
```

The frontier orbital gap is 8.15 eV. Its total charge is 0.

=====

Which of them is the most stable? Correct choice: 1.